(1)
Below is 2 unconnected molecules or ions with the total composition BrHNO in a non-equilibrium geometry, with properties calculated with ωB97M-V/def2-TZVPD.

Atoms and positions in Å:
N  -0.63468  -0.14130  -0.21551
O  -1.24480  0.69119  0.38708
Br  1.30920  -0.97481  0.78479
H  0.57028  0.42492  -0.95636

**Frontier orbital gap**: 7.5 eV
**Net charge**: -1
**Energy above the lowest of the compared OMol25 structures with the same formula, charge and spin**: 106.9 kJ/mol

Atomic partial charges in e from the natural (NBO) method, atoms 1 to 2:
1. N -0.008
2. O -0.418

***

(2)
Below is a molecular structure, C3H2FO3 in a non-equilibrium geometry, with properties calculated with ωB97M-V/def2-TZVPD.

Atoms and positions in Å:
C  1.07730  -0.58461  1.44934
C  -1.14207  1.40916  -1.03863
C  0.25316  -0.51220  0.26358
O  1.23595  -0.32211  2.59104
O  1.24460  -1.61557  0.72977
O  -0.61692  2.10499  -1.80742
F  -1.81829  -0.02192  -1.88375
H  -0.81637  -0.70171  0.17533
H  0.58265  0.24398  -0.47926

**Frontier orbital gap**: 8.0 eV
**Net charge**: -1
**Energy above the lowest of the compared OMol25 structures with the same formula, charge and spin**: 328.4 kJ/mol

Atomic partial charges in e from the natural (NBO) method, atoms 1 to 2:
1. C 0.745
2. C 0.418

***

(3)
Below is a molecular structure, C49H44N8O2SSiSr, with properties calculated with ωB97M-V/def2-TZVPD.

Atoms and positions in Å:
Sr  -1.56212  -2.09678  -1.35097
N  -0.46226  -4.00024  -5.16056
C  -1.34646  -3.33688  -4.37799
S  -2.26951  -4.27704  -3.26344
N  -1.42169  -2.02684  -4.63167
N  -2.23215  -1.38327  -3.77157
C  -2.64599  -0.19589  -4.04036
C  -2.34439  0.52769  -5.30513
C  -1.75805  1.79056  -5.26815
C  -1.45883  2.46524  -6.44235
C  -1.75237  1.88436  -7.66760
C  -2.33879  0.62746  -7.71206
C  -2.62778  -0.05141  -6.53785
C  -3.51344  0.43384  -3.01459
C  -4.26615  1.57270  -3.30655
C  -5.07264  2.12417  -2.32750
C  -5.11474  1.52989  -1.07672
C  -4.34522  0.39696  -0.87382
N  -3.56597  -0.14608  -1.80336
H  -0.20758  -4.93035  -4.87989
H  0.22447  -3.44654  -5.64751
H  -1.53809  2.25156  -4.31130
H  -0.99598  3.44304  -6.39940
H  -1.52322  2.40831  -8.58659
H  -2.56543  0.16956  -8.66624
H  -3.06418  -1.04055  -6.56978
H  -4.22100  2.00650  -4.29461
H  -5.66525  3.00426  -2.54159
H  -5.72744  1.92260  -0.27734
H  -4.35033  -0.09925  0.09222
C  -0.28368  6.35334  10.24017
O  -0.44198  6.79924  8.90432
C  -0.54263  5.85943  7.93524
C  -0.70545  6.34150  6.63610
C  -0.81774  5.46305  5.58081
C  -0.76725  4.08327  5.79008
C  -0.60826  3.61352  7.08776
C  -0.49644  4.48664  8.15888
C  -0.88383  3.12328  4.69387
N  -1.16144  1.84798  4.83090
C  -1.16833  1.33818  3.55931
C  -0.88348  2.31914  2.63773
N  -0.70585  3.46099  3.37696
C  -0.79239  2.07353  1.23752
C  -0.41946  3.02983  0.28254
C  -0.31164  2.65727  -1.03282
C  -0.58512  1.33114  -1.37203
N  -0.95585  0.41998  -0.49619
C  -1.06665  0.75954  0.80024
C  -1.42388  -0.28522  1.76342
N  -1.70370  -1.52002  1.29711
C  -1.90193  -2.49396  2.16326
C  -1.88520  -2.31279  3.54887
C  -1.66772  -1.05151  4.04265
C  -1.42872  -0.00519  3.14239
H  -0.22844  7.24916  10.85131
H  0.63701  5.77724  10.35893
H  -1.13604  5.74905  10.55961
H  -0.74983  7.41132  6.48325
H  -0.96879  5.87176  4.58833
H  -0.57092  2.54576  7.25474
H  -0.37032  4.08799  9.15452
H  -0.41798  4.36140  3.03808
H  -0.20161  4.04741  0.58359
H  -0.00383  3.35733  -1.79675
H  -0.49193  1.00109  -2.40239
H  -2.07634  -3.48389  1.75339
H  -2.04791  -3.15858  4.20172
H  -1.66059  -0.84364  5.10421
C  1.95317  -5.24220  0.80402
C  2.73093  -3.92714  0.70260
C  4.23531  -4.20146  0.65056
C  2.41808  -3.10109  1.95979
Si  2.11423  -2.91911  -0.79324
O  0.53336  -2.78388  -0.75349
C  2.68047  -3.61641  -2.46790
C  2.69461  -2.73652  -3.55651
C  2.98963  -3.16509  -4.84343
C  3.27559  -4.50347  -5.07956
C  3.26593  -5.39783  -4.01829
C  2.97477  -4.95474  -2.73358
C  2.94984  -1.21969  -0.64818
C  2.32326  -0.23005  0.11195
C  2.90584  1.01354  0.31822
C  4.14560  1.29517  -0.23857
C  4.79437  0.32480  -0.99054
C  4.20158  -0.91633  -1.18835
H  2.23289  -5.78088  1.71784
H  2.13476  -5.91047  -0.03917
H  0.87927  -5.04534  0.83651
H  4.55907  -4.73666  1.55137
H  4.80643  -3.27055  0.59904
H  4.51152  -4.80967  -0.21445
H  2.65876  -3.67819  2.86081
H  1.35622  -2.83717  2.00021
H  2.99805  -2.17642  1.98955
H  2.47024  -1.68629  -3.40006
H  2.99887  -2.45334  -5.66116
H  3.51088  -4.84459  -6.08027
H  3.49027  -6.44398  -4.18791
H  2.97809  -5.68060  -1.92960
H  1.36382  -0.45473  0.56344
H  2.39518  1.75944  0.91780
H  4.60872  2.26200  -0.08262
H  5.76529  0.53546  -1.42261
H  4.72383  -1.65969  -1.78159

**Frontier orbital gap**: 6.7 eV
**Energy above the lowest of the compared OMol25 structures with the same formula, charge and spin**: 14.8 kJ/mol

Atomic partial charges in e from the Mulliken method, atoms 1 to 2:
1. Sr 2.079
2. N -0.405

***

(4)
Below is 4 unconnected molecules or ions with the total composition C29H60N3O5 in a non-equilibrium geometry, with properties calculated with ωB97M-V/def2-TZVPD.

Atoms and positions in Å:
C  11.72081  -19.39533  -5.54697
C  11.65223  -19.60670  -7.05059
O  12.54327  -19.33236  -7.78973
O  10.59956  -20.12753  -7.49616
H  10.75484  -19.60619  -5.08810
H  11.89571  -18.41135  -5.11189
H  12.47079  -20.09459  -5.17728
C  11.13844  -23.33152  -10.91789
C  11.95105  -23.90745  -9.76425
C  13.31886  -24.21594  -10.41950
C  14.35387  -24.56300  -9.32911
C  14.49545  -23.42488  -8.35004
C  13.12217  -23.09241  -7.66094
N  12.11630  -22.87313  -8.69776
O  10.93352  -22.50349  -8.21408
C  12.70522  -24.25043  -6.69216
C  13.40088  -21.81499  -6.80517
C  11.33025  -25.21238  -9.27789
H  10.10045  -23.21027  -10.60813
H  11.19413  -24.09120  -11.69756
H  11.53565  -22.40466  -11.33173
H  13.22785  -25.15545  -10.96459
H  13.62444  -23.38555  -11.05604
H  15.32716  -24.78693  -9.76577
H  14.09151  -25.54754  -8.94187
H  14.95987  -22.57229  -8.84552
H  15.16146  -23.71652  -7.53795
H  13.40536  -24.15103  -5.86270
H  11.66478  -24.18162  -6.37461
H  12.92088  -25.22779  -7.12386
H  14.29714  -21.95520  -6.20087
H  13.51991  -20.84696  -7.29182
H  12.62836  -21.67960  -6.04822
H  10.81291  -25.66032  -10.12630
H  10.48425  -25.13937  -8.59448
H  12.03336  -25.91541  -8.83123
H  10.44148  -23.29466  -7.98267
C  13.90414  -15.54143  -9.41409
C  14.06891  -15.69707  -7.90642
C  14.35342  -14.31108  -7.34962
C  14.11805  -14.04561  -5.83972
C  12.72436  -14.54095  -5.46085
C  12.44863  -16.04577  -5.90700
N  12.82364  -16.21307  -7.32455
O  12.31798  -17.31550  -7.98448
C  13.20209  -17.13990  -5.08952
C  10.94145  -16.22699  -5.79351
C  15.31860  -16.64021  -7.63112
H  14.10829  -16.42993  -10.01156
H  12.92727  -15.16267  -9.71470
H  14.52962  -14.70749  -9.73255
H  15.43949  -14.22053  -7.33099
H  13.89558  -13.48699  -7.89677
H  14.91290  -14.47512  -5.22994
H  14.26888  -12.97283  -5.71940
H  11.90319  -13.92096  -5.82055
H  12.71135  -14.44406  -4.37524
H  12.88991  -17.11193  -4.04555
H  14.21420  -16.79257  -4.88193
H  13.30621  -18.13487  -5.52231
H  10.24741  -15.70661  -6.45351
H  10.62903  -15.92593  -4.79359
H  10.67155  -17.27298  -5.93896
H  15.49766  -16.82669  -6.57222
H  15.11780  -17.59775  -8.11162
H  16.24734  -16.23544  -8.03326
H  12.80654  -18.00370  -7.52698
C  4.15398  -17.49706  -8.59644
C  5.08268  -18.60330  -7.91915
C  5.55599  -19.35189  -9.10210
C  6.65011  -20.42732  -8.74571
C  7.80300  -19.82175  -8.02359
C  7.47284  -18.84810  -6.84890
N  6.30883  -18.00943  -7.29727
O  5.98683  -17.14159  -6.31271
C  7.09774  -19.70031  -5.57956
C  8.75599  -18.02454  -6.58458
C  4.18011  -19.48727  -7.07121
H  4.60785  -17.11027  -9.50885
H  4.11066  -16.69556  -7.85900
H  3.13626  -17.79322  -8.85072
H  4.70143  -19.89378  -9.50735
H  5.98046  -18.64714  -9.81711
H  7.00727  -20.81989  -9.69776
H  6.16366  -21.18857  -8.13582
H  8.49364  -19.34910  -8.72196
H  8.49335  -20.60800  -7.71805
H  7.93988  -19.85411  -4.90484
H  6.49925  -19.03939  -4.95259
H  6.55283  -20.62708  -5.75917
H  8.76586  -17.54132  -5.60759
H  9.63119  -18.67405  -6.60040
H  8.85407  -17.24310  -7.33813
H  3.78603  -18.99273  -6.18339
H  4.56525  -20.48134  -6.84410
H  3.21599  -19.65405  -7.55159
H  6.34110  -16.34715  -6.71887

**Frontier orbital gap**: 6.7 eV
**Net charge**: -1
**Energy above the lowest of the compared OMol25 structures with the same formula, charge and spin**: 446.8 kJ/mol

Atomic partial charges in e from the Mulliken method, atoms 1 to 2:
1. C -2.449
2. C 1.349

***

(5)
Below is a molecular structure, C9H14CrN2PS in a non-equilibrium geometry, with properties calculated with ωB97M-V/def2-TZVPD.

Atoms and positions in Å:
C  3.24311  1.70832  0.77285
C  3.51530  0.40565  0.21513
C  3.03058  0.39113  -1.13898
C  2.43703  1.66976  -1.41866
C  2.56665  2.48985  -0.24407
Cr  1.33135  0.73910  0.26375
P  0.24686  1.21830  2.53902
H  3.57820  2.07222  1.74035
H  4.01796  -0.42196  0.71977
H  3.17232  -0.41349  -1.85806
H  2.26687  3.53309  -0.16229
H  2.01631  1.98290  -2.37437
H  -0.13876  2.57972  2.75620
H  1.14679  1.10553  3.64563
H  -0.88726  0.56980  3.11654
C  -2.17091  -0.82367  1.05488
N  -2.40483  -1.37976  -0.26685
C  -3.52943  -2.09000  -0.66458
C  -3.36161  -2.42362  -1.97194
N  -2.13617  -1.90596  -2.35468
C  -1.52495  -1.25406  -1.30517
S  -0.03802  -0.47498  -1.35921
H  -1.23941  -1.21108  1.49065
H  -2.07914  0.27099  1.01783
H  -3.01697  -1.09806  1.69087
H  -4.33925  -2.29001  0.01557
H  -3.99021  -2.96879  -2.64954
H  -1.71240  -1.98091  -3.27064

**Frontier orbital gap (alpha / beta)**: 6.1 / 5.3 eV
**Spin multiplicity**: 4
**Energy above the lowest of the compared OMol25 structures with the same formula, charge and spin**: 0.0 kJ/mol
**⟨S²⟩**: 3.82

Atomic partial charges in e from the natural (NBO) method, atoms 1 to 2:
1. C -0.345
2. C -0.382